## P
# H21O11

A 11-piece molecular cluster, H21O11 overall (ωB97M-V with the def2-TZVPD basis set, the OMol25 dataset).

Properties
Highest occupied orbital energy in eV: -5.92
LUMO in eV: 2.591

The geometry in ORCA input format:
```
! RIJCOSX wB97M-V def2-TZVPD def2/J DEFGRID3
* xyz -1 1
O 2.28 -1.78 -3.97
H 1.49 -2.23 -4.27
H 2.35 -0.84 -4.15
O -0.78 -0.28 0.34
H -1.26 0.42 -0.10
H 0.81 -0.30 0.76
O -4.13 0.85 2.09
H -0.11 -1.07 -2.83
H -3.09 0.58 -3.01
O 1.33 -1.64 -0.68
H 1.01 -0.94 -1.26
H 1.10 -2.81 2.62
O 4.19 1.18 0.46
H -1.25 -0.57 1.57
H 2.22 -1.25 -0.60
O -3.56 1.38 -3.24
H -3.04 2.13 -2.93
H 1.04 0.71 1.93
O 1.52 0.20 1.27
H -3.27 0.43 2.32
O -0.83 -0.63 -2.36
H -4.30 0.37 1.27
H -0.88 -0.99 -1.45
O 0.29 3.09 0.82
H -0.52 3.25 1.31
H 0.84 2.31 0.97
O -1.65 -0.45 2.61
H 3.78 0.41 0.87
H -1.00 0.16 2.98
O 1.22 -2.15 3.29
H 3.49 1.82 0.34
H 0.71 -1.38 3.02
*
```

In the Mulliken picture, each atom carries the following charge in e: -0.62, 0.30, 0.32, -0.97, 0.20, 0.42, -0.68, 0.25, 0.33, -0.64, 0.25, 0.31, -0.65, 0.44, 0.32, -0.65, 0.32, 0.20, -0.57, 0.43, -0.64, 0.29, 0.39, -0.65, 0.32, 0.34, -0.84, 0.32, 0.25, -0.66, 0.31, 0.30

=====

## Q
# H21O11

A 11-piece molecular cluster, H21O11 overall (ωB97M-V with the def2-TZVPD basis set, the OMol25 dataset).

Properties
Highest occupied orbital energy in eV: -6.26
LUMO in eV: 2.938

The geometry in ORCA input format:
```
! RIJCOSX wB97M-V def2-TZVPD def2/J DEFGRID3
* xyz -1 1
O -4.22 1.02 0.44
H -3.99 0.75 -0.47
H 2.45 1.60 1.30
O 1.89 1.33 0.59
H 4.10 0.88 -1.82
H 2.23 -3.52 0.69
O -0.96 -2.05 -3.93
H 2.68 0.17 -1.79
H 0.70 2.42 2.78
O -1.86 -0.31 -0.90
H 0.98 0.85 2.81
H 1.47 0.10 0.75
O -2.62 -1.55 2.42
H -0.46 3.01 -0.25
H -3.50 0.63 0.96
O 1.13 1.69 3.25
H 0.76 2.58 0.42
H 0.97 -2.97 0.11
O 1.30 -3.37 0.91
H -1.20 -2.57 -3.19
O 3.50 0.30 -2.28
H -0.56 -1.18 -3.75
H 0.90 1.08 -0.65
O 0.56 0.73 -1.53
H 1.11 0.06 -1.90
H 0.61 -1.24 1.21
O -0.03 3.18 0.61
H -2.93 -0.78 2.90
H -1.04 -0.26 -0.35
O 1.15 -0.97 0.46
H -2.36 -1.46 1.51
H -1.52 0.16 -1.71
*
```

In the Mulliken picture, each atom carries the following charge in e: -0.64, 0.32, 0.25, -1.09, 0.28, 0.29, -0.64, 0.38, 0.33, -0.61, 0.29, 0.24, -0.64, 0.30, 0.30, -0.67, 0.45, 0.31, -0.61, 0.32, -0.69, 0.31, 0.38, -0.61, 0.20, 0.25, -0.70, 0.31, 0.41, -0.62, 0.33, 0.26

=====

Relative energies, in kcal/mol, with the most stable structure set to zero: P 0.0; Q 7.9.

=====

## P
# C2H6Se

A 2-piece molecular cluster, C2H6Se overall (ωB97M-V with the def2-TZVPD basis set, the OMol25 dataset).

Properties
Highest occupied orbital energy (spin up / spin down) in eV: -9.12 / -7.71
LUMO (spin up / spin down) in eV: 0.025 / -0.222

The geometry in ORCA input format:
```
! RIJCOSX wB97M-V def2-TZVPD def2/J DEFGRID3
* xyz 0 1
C -0.85 -0.88 0.00
C 0.15 0.29 -0.10
Se 1.95 -0.07 0.10
H -1.03 -1.54 -0.91
H -0.48 -1.47 0.82
H -1.76 -0.54 0.20
H -0.59 1.98 1.27
H -0.03 0.98 -0.94
H 2.66 1.25 -0.44
*
```

In the Mulliken picture, each atom carries the following charge in e: -0.90, -0.45, -0.07, 0.27, 0.32, 0.34, 0.02, 0.38, 0.09

=====

## Q
# C2H6Se

A 2-piece molecular cluster, C2H6Se overall (ωB97M-V with the def2-TZVPD basis set, the OMol25 dataset).

Properties
Highest occupied orbital energy in eV: -8.04
LUMO in eV: 0.758

The geometry in ORCA input format:
```
! RIJCOSX wB97M-V def2-TZVPD def2/J DEFGRID3
* xyz 0 1
C -1.20 -0.52 0.21
C 0.59 0.87 0.07
Se 2.10 -0.26 0.07
H -0.84 -1.41 -0.27
H -1.32 -0.56 1.27
H -1.94 0.05 -0.32
H 0.52 1.49 0.95
H 0.40 1.37 -0.87
H 1.70 -1.02 -1.11
*
```

In the Mulliken picture, each atom carries the following charge in e: -0.79, -0.75, -0.05, 0.30, 0.26, 0.29, 0.35, 0.31, 0.08

=====

## R
# C2H6Se

A 2-piece molecular cluster, C2H6Se overall (ωB97M-V with the def2-TZVPD basis set, the OMol25 dataset).

Properties
Highest occupied orbital energy in eV: -8.70
LUMO in eV: -0.574

The geometry in ORCA input format:
```
! RIJCOSX wB97M-V def2-TZVPD def2/J DEFGRID3
* xyz 0 1
C -0.30 -0.10 -1.01
C 0.55 0.38 0.24
Se 0.62 -1.03 1.69
H -1.19 0.38 -1.05
H 0.36 0.21 -1.71
H -0.59 -1.15 -1.11
H 0.18 1.35 0.57
H 1.67 0.58 0.02
H -1.29 -0.62 2.37
*
```

In the Mulliken picture, each atom carries the following charge in e: -0.90, -0.66, -0.13, 0.34, 0.31, 0.31, 0.33, 0.34, 0.05

=====

Relative energies, in kcal/mol, with the most stable structure set to zero: P 49.1; Q 1.2; R 0.0.

=====

## P
# C4H9FN2

C4H9FN2 as an isolated structure (ωB97M-V with the def2-TZVPD basis set, the OMol25 dataset).

Properties
Highest occupied orbital energy in eV: -8.97
LUMO in eV: 0.775

The geometry in ORCA input format:
```
! RIJCOSX wB97M-V def2-TZVPD def2/J DEFGRID3
* xyz 0 1
C -1.36 -1.12 1.21
C 0.14 -0.86 0.92
C 0.91 0.36 0.54
C 0.10 1.16 -0.56
H -1.79 0.13 1.50
H -1.58 -2.12 2.00
H -1.91 -1.48 -0.05
H 0.63 -1.25 1.79
H 1.92 -0.11 0.16
H 1.13 0.95 1.52
H -0.31 0.86 -2.56
H 0.24 -0.65 -1.77
H 0.24 2.88 0.37
N -0.01 0.41 -1.67
N -0.23 2.41 -0.42
F 0.49 -1.79 -0.12
*
```

In the Mulliken picture, each atom carries the following charge in e: -0.93, 0.21, -0.59, 0.51, 0.25, 0.28, 0.21, 0.36, 0.27, 0.33, 0.25, 0.24, 0.23, -0.39, -0.86, -0.37

=====

## Q
# C4H9FN2

One molecule with the formula C4H9FN2 (ωB97M-V with the def2-TZVPD basis set, the OMol25 dataset).

Properties
Highest occupied orbital energy in eV: -8.99
Structure (SMILES): N[C@@H]1C[C@@H](N)C1F
LUMO in eV: 1.044

The geometry in ORCA input format:
```
! RIJCOSX wB97M-V def2-TZVPD def2/J DEFGRID3
* xyz 0 1
C 0.98 -0.59 0.45
C -0.32 -1.43 0.17
C -1.00 -0.12 -0.38
C 0.07 0.66 0.42
H 1.83 -0.47 -1.44
H 2.80 0.04 -0.15
H 1.45 -0.74 1.44
H -0.33 -2.35 -0.45
H -0.75 -1.54 1.16
H -0.77 0.03 -1.45
H -2.74 1.01 -0.21
H -3.01 -0.54 -0.63
H -0.31 0.82 1.42
N 2.07 -0.61 -0.44
N -2.41 0.05 -0.02
F 0.65 1.84 -0.05
*
```

In the Mulliken picture, each atom carries the following charge in e: -0.15, -0.71, -0.05, -0.06, 0.25, 0.24, 0.32, 0.36, 0.29, 0.28, 0.25, 0.26, 0.35, -0.58, -0.67, -0.37

=====

Relative energies, in kcal/mol, with the most stable structure set to zero: P 53.3; Q 0.0.

=====

## P
# C4H9FN2

C4H9FN2 as an isolated structure (ωB97M-V with the def2-TZVPD basis set, the OMol25 dataset).

Properties
Highest occupied orbital energy in eV: -9.12
LUMO in eV: 0.831

The geometry in ORCA input format:
```
! RIJCOSX wB97M-V def2-TZVPD def2/J DEFGRID3
* xyz 0 1
C 1.09 -0.11 0.36
C 0.08 -0.85 -0.46
C -0.99 -0.13 0.27
C -0.01 0.93 0.52
H 2.21 1.08 -0.77
H 2.84 -0.56 -0.86
H 1.17 -0.65 1.28
H 0.19 -0.68 -1.62
H 0.19 -1.96 -0.36
H -0.90 -0.54 1.40
H -2.72 -0.82 -0.60
H -3.08 0.62 0.25
H -0.17 1.54 1.48
N 2.42 0.13 -0.11
N -2.30 0.07 -0.30
F -0.03 1.92 -0.47
*
```

In the Mulliken picture, each atom carries the following charge in e: -0.22, -0.67, 0.19, -0.11, 0.35, 0.29, 0.32, 0.27, 0.31, 0.10, 0.25, 0.25, 0.32, -0.73, -0.59, -0.34

=====

## Q
# C4H9FN2

One molecule with the formula C4H9FN2 (ωB97M-V with the def2-TZVPD basis set, the OMol25 dataset).

Properties
Highest occupied orbital energy in eV: -9.07
Structure (SMILES): N[C@@H]1[C@H](N)C[C@@H]1F
LUMO in eV: 1.072

The geometry in ORCA input format:
```
! RIJCOSX wB97M-V def2-TZVPD def2/J DEFGRID3
* xyz 0 1
C 0.24 0.77 0.56
C -0.47 1.00 -0.81
C 0.47 -0.07 -1.38
C 0.71 -0.61 0.04
H -0.86 1.63 2.05
H -1.26 0.09 1.71
H 1.12 1.44 0.68
H -0.43 1.98 -1.24
H -1.45 0.63 -0.76
H 1.37 0.34 -1.84
H 1.75 -0.91 0.29
H -0.07 -2.08 1.22
H -0.26 -2.35 -0.39
N -0.49 0.74 1.81
N -0.29 -1.63 0.35
F -0.07 -0.98 -2.28
*
```

In the Mulliken picture, each atom carries the following charge in e: -0.20, -0.83, 0.07, 0.18, 0.24, 0.26, 0.33, 0.34, 0.27, 0.32, 0.36, 0.23, 0.22, -0.67, -0.74, -0.38

=====

Relative energies, in kcal/mol, with the most stable structure set to zero: P 46.2; Q 0.0.